1.
{
  "formula": "C3H5ErO5",
  "method": "ωB97M-V/def2-TZVPD",
  "elements": ["Er", "O", "O", "O", "O", "O", "C", "C", "C", "H", "H", "H", "H", "H"],
  "positions_angstrom": [[0.3810, 1.5471, -0.1700], [-1.7082, 1.1493, -0.6247], [2.5777, 0.5349, -0.9026], [2.2555, 1.3535, 1.0741], [-1.6718, -2.1571, 0.9597], [4.3531, 0.7577, 0.4883], [-1.5518, -0.8490, 0.7012], [-2.1466, -0.1652, -0.5382], [3.1539, 0.8363, 0.3354], [-2.6599, -2.2190, 0.7055], [-3.2520, -0.2185, -0.4629], [-1.8649, -0.7692, -1.4253], [-1.0762, -0.2552, 1.4903], [3.2103, 0.4542, -1.6308]],
  "lowdin_spin": [3.1137, 0.0061, 0.0056, 0.0032, 0.1651, 0.0001, 0.5220, 0.0871, 0.0019, 0.0093, 0.0210, 0.0171, 0.0475, 0.0003],
  "total_charge": 1,
  "relative_energy_kcal_mol": 10.9,
  "gap_ha": [0.2032, 0.2969],
  "s2": 6.0052,
  "spin_multiplicity": 5
}

2.
{
  "formula": "C5H24O9",
  "method": "ωB97M-V/def2-TZVPD",
  "elements": ["O", "O", "O", "O", "O", "O", "O", "O", "O", "C", "C", "C", "C", "C", "H", "H", "H", "H", "H", "H", "H", "H", "H", "H", "H", "H", "H", "H", "H", "H", "H", "H", "H", "H", "H", "H", "H", "H"],
  "positions_angstrom": [[-3.4248, -0.0606, 2.7417], [1.4794, 0.9742, 0.2695], [1.9691, 0.6439, 2.9392], [1.3639, -3.0136, -1.1418], [0.0270, 3.9583, 1.9307], [-0.3050, -0.1812, 0.9430], [2.3372, -1.1722, -3.2646], [3.5434, -1.3989, -0.3752], [0.5374, -3.3831, 1.7319], [-3.1061, 1.6269, -0.6828], [0.0205, 0.2190, -1.4271], [-2.3218, 1.2882, -1.9681], [-1.4666, 0.0538, -1.6896], [0.3130, 0.3093, 0.0332], [3.2215, -0.9193, -2.9886], [4.3078, -1.3712, 0.2067], [-0.0611, 3.2826, 1.2475], [1.2969, 1.2710, 3.2601], [0.6751, -0.5070, -1.8738], [-0.2270, -2.8648, 2.0090], [2.2937, -2.8943, -0.8936], [-2.4719, -0.1956, 2.6401], [0.9124, -3.2054, -0.3115], [1.9088, 0.0563, 3.7077], [-1.7064, 2.1352, -2.2651], [0.4441, 1.0764, -1.9543], [-4.1512, 1.3075, -0.6705], [-3.0584, 1.1249, -2.7451], [3.1832, -0.5109, -0.4609], [-1.4971, -0.5415, -2.5932], [0.6640, 4.5495, 1.5088], [1.1711, -3.2580, 2.4423], [1.8809, -1.5022, -2.4824], [-3.1415, 2.6539, -0.3325], [-1.9418, -0.6780, -1.0377], [-2.6658, 1.0429, 0.1274], [-3.7098, -0.8108, 2.1931], [1.7061, 0.8948, 1.2267]],
  "nbo_charge": [-0.9291, -0.7404, -0.9457, -0.9887, -0.9355, -0.6363, -0.9513, -0.9735, -0.9475, -0.6239, -0.5253, -0.4052, -0.4137, 0.8153, 0.4691, 0.4828, 0.4683, 0.4874, 0.2626, 0.4811, 0.4909, 0.4689, 0.4968, 0.4856, 0.2005, 0.2377, 0.2081, 0.2103, 0.4937, 0.2171, 0.4679, 0.4734, 0.4805, 0.2099, 0.2195, 0.2103, 0.4622, 0.5162],
  "relative_energy_kcal_mol": 0.9,
  "gap_ha": 0.3856,
  "spin_multiplicity": 1
}

3.
{
  "formula": "C12H17N",
  "method": "ωB97M-V/def2-TZVPD",
  "elements": ["N", "C", "C", "C", "C", "C", "C", "C", "C", "C", "C", "C", "C", "H", "H", "H", "H", "H", "H", "H", "H", "H", "H", "H", "H", "H", "H", "H", "H", "H"],
  "positions_angstrom": [[1.6053, -2.3259, 1.4194], [-0.6936, 1.0058, 2.2095], [0.4228, 3.9066, -1.2472], [-1.0562, 0.0484, 1.2291], [-0.9811, -1.9466, -2.4107], [-1.2530, -2.3571, -0.9592], [-0.2139, -1.0575, 0.9814], [-0.1541, -2.1110, 0.0268], [1.3089, -0.2755, 2.7910], [0.9485, -2.8931, 0.3025], [0.9748, -1.1611, 1.7717], [0.4516, 0.8616, 2.9633], [0.0683, 2.5207, -1.7341], [-1.8722, -1.5231, -2.8866], [0.9140, 1.8459, -1.6088], [0.6681, 3.9862, -0.1852], [0.7065, 1.6213, 3.6964], [-0.7651, 2.0705, -1.1989], [-0.3252, -1.0665, -2.4631], [-2.1237, -1.7803, -0.6375], [2.1377, -0.4825, 3.4600], [-2.0750, 0.1210, 0.8387], [1.3159, 4.2975, -1.7450], [-1.6509, -3.3735, -0.9463], [2.5923, -2.4794, 1.5193], [1.3486, -3.7135, -0.2683], [-0.0424, 2.5152, -2.8252], [-1.3808, 1.8195, 2.4105], [-0.3569, 4.6403, -1.4741], [-0.5192, -2.7139, -3.0294]],
  "lowdin_spin": [0.0302, 0.0470, 0.0007, 0.2050, -0.0007, 0.0039, 0.0701, 0.0389, 0.1744, 0.1902, 0.0113, 0.1236, 0.0038, 0.0003, 0.0005, 0.0015, 0.0086, 0.0034, 0.0001, 0.0023, 0.0196, 0.0255, 0.0003, 0.0043, 0.0032, 0.0322, 0.0005, -0.0018, 0.0002, 0.0010],
  "total_charge": -1,
  "relative_energy_kcal_mol": 6.0,
  "gap_ha": [0.1132, 0.2405],
  "s2": 0.7715,
  "spin_multiplicity": 2
}

4.
{
  "formula": "C24H25F32O10S",
  "method": "ωB97M-V/def2-TZVPD",
  "elements": ["S", "F", "F", "F", "F", "F", "F", "F", "F", "F", "F", "F", "F", "F", "F", "F", "F", "F", "F", "F", "F", "F", "F", "F", "F", "F", "F", "F", "F", "F", "F", "F", "F", "O", "O", "O", "O", "O", "O", "O", "O", "O", "O", "C", "C", "C", "C", "C", "C", "C", "C", "C", "C", "C", "C", "C", "C", "C", "C", "C", "C", "C", "C", "C", "C", "C", "C", "H", "H", "H", "H", "H", "H", "H", "H", "H", "H", "H", "H", "H", "H", "H", "H", "H", "H", "H", "H", "H", "H", "H", "H", "H"],
  "positions_angstrom": [[5.8735, -1.3175, 0.7092], [6.2720, 2.5997, -6.2488], [-2.9753, -4.4119, -1.9658], [-4.6099, 5.8866, 2.5633], [-5.5531, 3.0685, 4.6597], [6.3490, 0.8813, -7.5838], [7.5247, 4.0043, -4.2523], [-4.2280, -5.8165, -3.9623], [-0.9558, 0.2512, 2.9114], [7.8251, 0.3860, -5.2543], [-2.6749, -8.0302, -2.9678], [8.4979, 3.6101, -2.3468], [-2.0021, -4.8061, -0.0603], [-2.0754, 8.1775, 3.5222], [-3.1144, 1.1728, 4.4740], [-1.4100, -7.8564, -4.7190], [-3.4012, -0.8431, 3.7320], [-4.1510, -7.5350, -5.2973], [-3.4448, -2.1381, 1.7615], [-4.8952, -0.1321, 0.3484], [-3.1322, 6.8914, 1.3329], [5.8444, 2.8873, -2.3623], [-4.7306, -2.8868, 0.1825], [-1.9965, 6.0101, 3.6944], [-5.4611, 5.0303, 6.6829], [-4.3310, -6.9071, -1.7197], [-3.7377, 3.8915, 3.7833], [-5.6258, 5.8693, 4.6915], [-6.7400, -1.1487, 0.8930], [-2.2945, 0.0075, 1.2115], [9.0900, 0.5598, -7.0054], [-4.6556, -5.5289, -0.0759], [6.1690, 1.5091, -4.0062], [1.3347, -3.4509, 0.4633], [-1.4352, -6.1561, -3.2895], [1.8131, -0.3934, -0.5550], [6.6267, -0.3566, -0.4808], [5.4888, -2.6986, 0.0640], [3.7786, 0.5222, 0.5003], [-4.5473, 0.8813, 2.8016], [6.8406, -1.6449, 1.8933], [9.0648, 2.2601, -5.5760], [-3.6477, 5.9624, 5.8010], [7.1085, 1.8587, -7.0198], [-2.2462, -7.1541, -3.9072], [-4.7970, 5.1713, 5.5037], [-5.5275, -0.1447, 2.6254], [0.7713, -2.1909, 1.0519], [-2.5467, -5.4191, -1.1584], [8.2538, 1.2621, -6.1937], [4.3178, -0.4845, 1.4430], [-3.5321, 7.1788, 5.0585], [2.2934, 0.5129, 0.4996], [0.5740, -1.0904, -0.1761], [6.7915, 2.1286, -2.9774], [-3.7085, -6.2876, -0.6909], [9.0865, 2.2340, -4.1466], [-1.4135, -6.1822, -1.8601], [-5.4521, -0.9238, 1.3039], [-2.8570, 7.0634, 3.6837], [-4.7402, -2.2683, 1.3942], [-4.4360, 3.7909, 4.9433], [-2.1280, 0.6860, 2.3756], [-3.8186, 6.9820, 2.5042], [7.9533, 2.9972, -3.4449], [-3.3915, -6.5576, -4.7333], [-3.2980, 0.4481, 3.3371], [-2.0246, 1.7483, 2.1352], [-0.3452, -0.3599, 0.0222], [1.8151, 0.3465, 1.5554], [1.9721, 1.6135, 0.1691], [-5.2389, -2.9370, 2.1016], [9.2171, 1.2185, -3.7544], [3.5758, -1.3563, 1.6935], [7.1228, 1.3709, -2.2615], [-0.4820, -5.6668, -1.5952], [2.3393, -3.2866, 0.5361], [-3.3772, -7.0453, 0.0249], [4.7050, 0.0012, 2.4618], [-3.0089, -5.9141, -5.5311], [0.2553, -1.7353, -1.1285], [-6.4828, 0.3944, 2.6136], [10.0180, 2.7494, -3.8817], [-0.3039, -2.3737, 1.5349], [-2.8777, 7.8089, 5.6735], [-3.8290, 3.2227, 5.6544], [-5.5977, -0.8028, 3.4995], [1.4490, -1.7728, 1.9350], [-4.4795, 7.7292, 5.0181], [-1.2829, -7.1977, -1.4680], [-4.4542, 7.8702, 2.4457], [7.4911, 2.5021, -7.8176]],
  "mulliken_charge": [0.9940, -0.1989, -0.2799, -0.1728, -0.2738, -0.2571, -0.2962, -0.2012, -0.2921, -0.2522, -0.2714, -0.3334, -0.3254, -0.3325, -0.2771, -0.3005, -0.2608, -0.2606, -0.1911, -0.2653, -0.2776, -0.2900, -0.2547, -0.2564, -0.3025, -0.2323, -0.2258, -0.2657, -0.3417, -0.2225, -0.3051, -0.2009, -0.2404, -0.5084, -0.3930, -0.2961, -0.6203, -0.6891, -0.2751, -0.3272, -0.6907, -0.4201, -0.4022, 0.1989, 0.7430, 0.6839, -0.8522, -0.0558, 1.0126, 0.7827, -0.1031, -0.7079, -0.2738, 0.2421, 0.2395, -0.0113, -0.7010, -0.7754, 0.9714, 0.8884, 0.0981, 0.3438, 0.3545, 0.0845, 0.8624, 0.1992, 0.6253, 0.2340, 0.0018, 0.2444, 0.1817, 0.1921, 0.3624, -0.0371, 0.2338, 0.4589, 0.3281, 0.2480, 0.2821, 0.2390, 0.1193, 0.4505, 0.4100, -0.0030, 0.4109, 0.2444, 0.3285, 0.1689, 0.3272, 0.3399, 0.2494, 0.2212],
  "total_charge": -1,
  "gap_ha": 0.2446,
  "spin_multiplicity": 1
}

5.
{
  "formula": "C29H40CuN4O7S",
  "method": "ωB97M-V/def2-TZVPD",
  "elements": ["Cu", "S", "O", "O", "O", "O", "O", "O", "O", "N", "N", "N", "N", "C", "C", "C", "C", "C", "C", "C", "C", "C", "C", "C", "C", "C", "C", "C", "C", "C", "C", "C", "C", "C", "C", "C", "C", "C", "C", "C", "C", "C", "H", "H", "H", "H", "H", "H", "H", "H", "H", "H", "H", "H", "H", "H", "H", "H", "H", "H", "H", "H", "H", "H", "H", "H", "H", "H", "H", "H", "H", "H", "H", "H", "H", "H", "H", "H", "H", "H", "H", "H"],
  "positions_angstrom": [[10.0752, 11.2513, 10.1455], [9.9194, 17.6078, 7.6444], [9.2787, 10.1876, 8.6616], [8.6623, 8.3430, 9.9144], [12.4987, 9.5557, 8.8041], [11.3798, 11.9782, 8.7449], [11.0013, 18.5378, 7.4864], [11.5575, 14.1085, 9.4983], [8.8026, 17.6389, 6.7744], [10.5614, 16.1061, 7.5487], [8.4801, 11.3293, 11.4404], [8.1609, 10.0559, 12.0886], [11.3524, 11.4275, 11.5584], [9.6984, 14.9622, 7.3922], [9.0256, 8.9474, 8.8882], [13.1777, 12.8400, 12.2882], [13.5530, 11.8080, 13.0697], [8.6480, 18.2149, 11.9907], [11.2867, 13.2836, 8.6151], [13.3327, 9.1063, 9.8258], [9.5341, 17.1888, 11.6277], [9.4189, 5.9076, 6.4687], [5.6877, 10.4292, 11.7132], [9.5643, 8.7890, 6.4911], [9.1665, 6.6835, 7.6178], [11.9576, 10.3077, 12.1882], [8.5529, 18.9465, 9.6807], [6.7590, 10.0093, 12.7072], [6.6540, 8.5290, 13.0739], [11.9481, 12.6156, 11.6526], [10.5277, 13.6914, 7.3490], [9.1667, 8.0915, 7.6388], [9.8231, 16.9294, 10.3121], [12.5029, 8.2189, 10.8354], [9.9577, 8.0283, 5.4001], [8.1871, 18.4515, 13.4023], [11.5101, 8.9539, 11.7649], [12.9840, 10.5361, 13.0532], [9.8471, 6.6003, 5.3106], [6.7746, 10.9823, 13.9164], [9.3459, 17.8878, 9.3575], [8.1365, 19.0840, 10.9829], [11.2300, 13.7578, 6.4716], [10.0412, 6.1533, 4.3334], [9.9114, 12.8148, 7.0372], [14.4840, 11.8166, 13.6672], [9.1081, 14.9217, 8.2685], [12.2979, 10.5763, 8.8761], [7.4967, 8.1929, 13.7139], [10.3031, 15.9876, 10.0296], [6.4683, 12.0206, 13.7693], [9.9587, 16.6221, 12.4518], [5.9152, 11.5026, 11.4630], [5.6928, 8.3575, 13.5893], [5.7189, 9.7982, 10.8188], [7.7217, 10.9691, 14.5154], [10.4106, 8.5103, 4.5357], [9.2679, 4.8383, 6.4501], [11.3551, 13.4799, 11.2081], [8.8969, 6.1492, 8.5126], [11.3825, 8.4151, 12.7270], [13.7254, 13.7609, 12.1723], [12.0353, 7.4906, 10.1581], [11.3204, 15.9187, 8.2022], [7.5230, 19.8974, 11.2615], [13.1356, 7.6387, 11.4743], [8.3179, 19.6947, 8.8982], [4.6974, 10.3153, 12.1193], [7.1322, 18.7499, 13.3517], [9.0728, 15.0907, 6.4789], [10.5477, 8.9240, 11.2537], [7.6046, 11.6840, 11.0774], [6.0450, 10.5695, 14.6703], [8.1413, 9.4160, 11.2375], [8.8039, 19.3103, 13.8349], [9.7229, 9.8615, 6.4967], [13.9495, 9.8534, 10.2581], [14.0490, 8.3965, 9.3507], [13.2611, 9.7007, 13.6266], [6.7912, 7.9712, 12.1165], [8.4185, 17.4682, 13.8943], [8.8226, 11.9484, 12.1687]],
  "lowdin_spin": [0.7270, 0.0000, 0.0533, -0.0005, 0.0003, 0.0420, 0.0000, 0.0102, 0.0000, 0.0000, 0.0699, -0.0004, 0.0619, 0.0006, 0.0054, 0.0019, -0.0023, 0.0000, 0.0052, 0.0000, 0.0000, 0.0003, 0.0005, 0.0001, 0.0006, 0.0071, 0.0000, 0.0017, 0.0003, 0.0012, 0.0014, 0.0039, 0.0000, -0.0001, 0.0000, 0.0000, 0.0011, 0.0033, -0.0003, 0.0005, 0.0000, 0.0000, 0.0000, 0.0000, -0.0001, -0.0002, 0.0000, -0.0004, 0.0000, 0.0000, 0.0002, 0.0000, 0.0003, 0.0001, 0.0000, 0.0000, 0.0000, 0.0000, 0.0000, 0.0000, -0.0001, 0.0003, 0.0000, 0.0000, 0.0000, 0.0000, 0.0000, 0.0000, 0.0000, 0.0001, 0.0003, 0.0022, 0.0000, 0.0002, 0.0000, 0.0000, 0.0000, 0.0000, 0.0007, 0.0001, 0.0000, 0.0002],
  "relative_energy_kcal_mol": 0.0,
  "gap_ha": [0.3165, 0.2711],
  "s2": 0.7526,
  "spin_multiplicity": 2
}

6.
{
  "formula": "C15H20N4O4",
  "method": "ωB97M-V/def2-TZVPD",
  "elements": ["O", "O", "O", "O", "N", "N", "N", "N", "C", "C", "C", "C", "C", "C", "C", "C", "C", "C", "C", "C", "C", "C", "C", "H", "H", "H", "H", "H", "H", "H", "H", "H", "H", "H", "H", "H", "H", "H", "H", "H", "H", "H", "H"],
  "positions_angstrom": [[-3.2934, -1.8328, -0.8980], [-5.4921, -1.4838, -1.4129], [3.1895, 1.6445, 0.0335], [1.6121, 1.2139, -1.5204], [-3.8311, 1.3741, 1.2098], [-4.4796, 2.8706, -0.3737], [1.3483, -1.4632, -1.1458], [-3.8398, -1.8081, 1.7319], [2.3716, 0.8263, -0.6483], [7.2652, 0.5985, -0.0848], [-5.7176, -0.2298, 1.0789], [2.4407, -0.6992, -0.4846], [7.3720, 0.1832, 1.2724], [6.3149, -0.5873, 1.8451], [-4.9644, -1.5349, 0.8654], [5.1077, -0.6819, 1.1014], [5.0628, -0.4005, -0.2475], [6.1270, 0.2726, -0.8579], [-3.6155, 2.5529, 0.6203], [3.8956, -1.0456, -1.0315], [-4.6359, -1.6423, -0.5769], [-4.9965, 0.9593, 0.5795], [-5.2855, 1.7273, -0.5165], [-5.7066, -2.2960, 1.0557], [-6.0066, 1.6299, -1.3126], [4.2726, -1.1907, 1.5214], [-6.8617, -0.3240, 0.5216], [-5.8839, -0.1894, 2.1629], [-4.3133, 3.4768, -1.1054], [6.0803, 0.4973, -1.9185], [-3.2721, -1.6043, -1.8108], [4.0591, -2.0858, -0.9735], [-3.1137, -1.3666, 1.5304], [8.0393, 1.2011, -0.4323], [0.5092, -1.3102, -0.7264], [-3.6495, -2.5953, 1.7019], [1.2504, -1.0803, -2.0296], [-2.9754, 3.2533, 0.9246], [8.2634, 0.3678, 1.7969], [2.4146, -0.8696, 0.6121], [6.3078, -0.9393, 2.8851], [3.9585, -0.7333, -2.1637], [3.6595, 1.2181, 0.6981]],
  "nbo_charge": [-0.6941, -0.5983, -0.6575, -0.5970, -0.4565, -0.5173, -0.7932, -0.7421, 0.7603, -0.1868, -0.3976, -0.1463, -0.2165, -0.1844, -0.1802, -0.2699, -0.0178, -0.2147, 0.1878, -0.4175, 0.7808, 0.0602, -0.1138, 0.2268, 0.2268, 0.2072, 0.2293, 0.2443, 0.4094, 0.2213, 0.4908, 0.2321, 0.3458, 0.2121, 0.3605, 0.3175, 0.3644, 0.1804, 0.2137, 0.1965, 0.2203, 0.2174, 0.4959],
  "relative_energy_kcal_mol": 108.1,
  "gap_ha": 0.3412,
  "spin_multiplicity": 1
}

7.
{
  "formula": "CHClO2S",
  "method": "ωB97M-V/def2-TZVPD",
  "elements": ["Cl", "S", "O", "O", "C", "H"],
  "positions_angstrom": [[3.2662, -0.2476, -0.8494], [2.0953, 1.0449, -0.1061], [-4.0337, -0.7215, -0.4950], [1.2393, 0.3779, 1.1390], [-2.9012, -0.6477, -0.5938], [0.3341, 0.1940, 0.9053]],
  "nbo_charge": [-0.1349, 0.4897, -0.4954, -0.8445, 0.4955, 0.4895],
  "relative_energy_kcal_mol": 6.9,
  "gap_ha": 0.3425,
  "spin_multiplicity": 1
}

8.
{
  "formula": "H4O2",
  "method": "ωB97M-V/def2-TZVPD",
  "elements": ["O", "O", "H", "H", "H", "H"],
  "positions_angstrom": [[0.8634, -1.4732, -0.5193], [-0.7127, 1.4198, 0.5815], [0.7558, -0.8851, 0.2296], [0.4219, -1.0256, -1.2258], [-0.7714, 1.0094, -0.3755], [-1.6122, 1.3285, 0.8740]],
  "nbo_charge": [-0.9315, -0.9319, 0.4757, 0.4563, 0.4615, 0.4699],
  "relative_energy_kcal_mol": 7.8,
  "gap_ha": 0.4456,
  "spin_multiplicity": 1
}